80
Properties=species:S:1:pos:R:3:forces:R:3:mulliken_charge:R:1 method="wB97M-V/def2-TZVPD" e_tot_ha=-2388.60403 charge=0 homo_lumo_gap_ev=2.147 molar_mass_g_mol=628.76
C 0.77150 -0.92105 -4.78588 -0.2 -0.3 0.3 -0.570
C 1.68445 -2.01193 -5.36082 -0.1 0.3 -0.4 -0.653
N 2.56898 -2.52079 -4.34252 0.3 0.7 0.8 0.083
C 3.31235 -3.76580 -4.43374 0.3 -0.4 0.0 -0.746
C 4.19388 -3.76535 -3.15172 0.4 -1.0 -0.2 -0.735
C 3.89779 -2.46498 -2.48840 0.3 0.9 0.9 0.359
C 4.30025 -1.89134 -1.30759 -0.4 -0.3 -0.4 -1.433
C 3.73105 -0.63496 -0.87750 0.4 -0.1 -0.3 0.796
C 3.98707 -0.21420 0.43548 0.9 0.5 -0.6 -0.439
C 3.57518 0.98217 1.05784 -0.4 0.3 0.4 0.357
C 4.40190 1.57679 2.08328 -0.3 0.0 0.2 -1.077
C 4.03698 2.76528 2.67334 -0.1 -0.9 -0.8 0.345
C 2.87335 3.40638 2.21268 -0.4 0.4 0.3 0.459
N 2.63776 4.56094 2.87893 0.1 -0.6 -0.5 0.015
C 1.43223 5.32772 2.68614 -0.5 0.0 0.1 -0.602
C 0.88140 5.11703 1.26908 0.3 0.2 -0.2 -0.837
C 0.80949 3.64164 0.84441 -0.9 0.1 0.0 -0.811
C 2.02466 2.87175 1.23176 0.4 -0.5 -0.2 0.237
C 2.36115 1.64380 0.69798 0.4 0.6 0.2 -1.371
C 3.59299 4.76807 3.95422 0.2 0.0 0.3 -0.755
C 4.59439 3.58848 3.78824 0.7 0.4 0.7 -0.685
C 2.97316 0.11577 -1.84573 -0.3 -0.7 -0.3 -1.026
C 2.49859 -0.48224 -2.99824 0.3 0.3 0.6 0.258
C 2.96361 -1.77635 -3.28379 -0.7 -0.7 -0.5 0.502
C 1.51835 0.13152 -3.94571 -0.1 0.6 -0.6 -0.931
H 0.23641 -0.43678 -5.61267 0.1 -0.1 0.3 0.435
H 0.02237 -1.40256 -4.14191 0.1 0.1 -0.2 0.118
H 1.09781 -2.85139 -5.75897 0.1 0.3 0.1 0.411
H 2.27123 -1.59043 -6.19630 -0.1 -0.2 0.1 0.258
H 2.63450 -4.63303 -4.46730 0.1 0.3 0.0 0.355
H 3.93307 -3.79539 -5.34397 -0.2 0.1 0.2 0.313
H 3.92752 -4.61755 -2.51253 0.1 0.2 -0.1 0.299
H 5.25433 -3.87607 -3.41936 -0.3 0.0 0.2 0.314
H 5.04552 -2.37926 -0.67876 -0.3 0.0 0.0 0.431
H 4.72787 -0.81124 0.97975 -0.2 0.1 -0.1 0.412
H 5.33033 1.07838 2.37102 -0.3 0.0 0.0 0.439
H 0.66192 5.02871 3.41856 0.2 0.1 0.0 0.304
H 1.66759 6.38488 2.86332 -0.1 -0.2 -0.1 0.389
H -0.11260 5.57521 1.20032 0.3 -0.1 0.0 0.375
H 1.54284 5.64074 0.56693 -0.1 0.0 0.1 0.326
H -0.08166 3.17308 1.29479 0.2 0.1 -0.1 0.360
H 0.67443 3.58969 -0.24625 -0.1 0.0 0.3 0.376
H 1.67547 1.19138 -0.01220 0.1 -0.1 0.3 1.238
H 4.07945 5.75096 3.86016 -0.1 -0.3 0.0 0.335
H 3.10445 4.73630 4.94190 0.0 0.0 -0.3 0.330
H 4.67236 3.02377 4.72904 0.0 0.1 -0.4 0.318
H 5.59448 3.98360 3.56327 -0.2 -0.2 0.0 0.295
H 2.75689 1.16922 -1.68606 -0.1 -0.3 0.1 1.081
H 2.02993 0.83544 -4.62408 -0.1 -0.2 0.2 0.304
H 0.78196 0.71895 -3.37837 0.2 -0.1 -0.2 0.421
F -5.49521 -0.62055 7.14915 0.3 0.4 -0.1 -0.280
C -4.85073 0.26898 6.34697 0.0 -0.2 -0.7 0.983
F -5.48152 1.46633 6.49900 0.4 -0.4 0.2 -0.283
F -3.58920 0.41666 6.86685 -0.5 0.1 0.3 -0.275
C -4.78561 -0.16962 4.91684 -0.1 0.3 1.0 0.170
C -4.79792 0.78586 3.90732 0.0 -0.1 -0.5 -0.652
C -4.62538 0.39595 2.59490 0.3 -0.3 -0.2 -0.883
C -4.33325 -0.96176 2.24874 -0.3 0.0 -0.1 1.399
C -3.94805 -1.28366 0.91521 -0.4 -0.2 -0.7 -0.950
S -4.32537 -2.86876 0.30619 0.2 1.5 0.2 1.305
C -4.37112 -2.75946 -1.49211 0.3 0.2 -0.2 -0.179
C -5.58066 -2.77270 -2.19673 0.4 0.2 -0.1 -0.408
C -5.55955 -2.69422 -3.59272 0.2 -0.1 0.0 -0.406
C -4.34671 -2.62805 -4.28456 0.1 0.0 0.2 -0.540
C -3.14421 -2.65138 -3.56856 -0.2 0.0 0.1 -0.201
C -3.15636 -2.72531 -2.17385 -0.2 0.1 -0.4 -0.369
O -3.24872 -3.78643 0.62005 -0.2 -0.6 0.0 -0.678
O -5.69041 -3.20952 0.63328 -0.5 -0.9 0.3 -0.684
C -4.47634 -1.91076 3.30149 0.1 -0.2 0.2 -0.419
C -4.64175 -1.52339 4.61446 -0.1 0.5 -0.6 -0.991
H -4.94381 1.83512 4.14431 -0.1 -0.1 0.0 0.369
H -4.70325 1.10829 1.77168 0.1 0.0 0.3 0.255
H -4.13093 -0.52138 0.15822 0.0 -0.1 0.0 0.261
H -6.52566 -2.84087 -1.66733 0.2 0.0 0.1 0.431
H -6.49908 -2.69093 -4.14764 0.2 0.0 0.2 0.353
H -4.33649 -2.57124 -5.37661 0.0 0.0 0.4 0.347
H -2.18657 -2.62544 -4.09066 -0.2 0.0 0.0 0.272
H -2.22929 -2.75767 -1.60962 -0.1 0.0 0.0 0.400
H -4.46622 -2.97820 3.10484 0.3 0.1 -0.2 0.299
H -4.68157 -2.26085 5.39882 -0.1 -0.1 0.1 0.375